Entry 1:
DFT (wB97M-V/def2-TZVPD) results for a molecular structure, C46H58Ge2N4O5S3V in a non-equilibrium geometry.

Structure (ORCA input):
```
! RIJCOSX wB97M-V def2-TZVPD def2/J DEFGRID3
* xyz 0 4
V 0.1032 0.5243 0.3011
C -1.3202 -2.6112 -2.4216
C -2.2953 -1.9849 -1.4372
Ge -2.0172 -0.0900 -1.0242
C -3.6740 0.4952 -0.1595
C -3.9550 1.9925 -0.1739
C -2.0586 0.8378 -2.7331
C -1.1456 1.7318 -3.1126
Ge 0.2986 2.0457 -1.7899
C 2.1036 1.7964 -2.5306
C 2.4987 2.4503 -3.8538
C 0.0859 3.7816 -0.8727
C 0.4410 5.0659 -1.6208
C -1.2704 2.4716 -4.4130
C -0.5037 3.5982 -4.6777
C -0.6178 4.3004 -5.8694
C -1.5076 3.8782 -6.8410
C -2.2785 2.7473 -6.6031
C -2.1609 2.0587 -5.4101
H -1.6074 -3.6317 -2.6823
H -0.3134 -2.6516 -2.0048
H -1.2631 -2.0427 -3.3508
H -2.3270 -2.5393 -0.4998
H -3.3131 -1.9821 -1.8401
H -3.6981 0.0922 0.8556
H -4.4439 -0.0360 -0.7321
H -3.2305 2.5484 0.4204
H -4.9440 2.2040 0.2365
H -3.9286 2.3953 -1.1879
H -2.9339 0.6607 -3.3591
H 2.2326 0.7143 -2.6044
H 2.7730 2.1277 -1.7302
H 1.8319 2.1773 -4.6693
H 3.5053 2.1348 -4.1356
H 2.5103 3.5377 -3.7898
H 0.7213 3.7056 0.0135
H -0.9462 3.8127 -0.5196
H 1.4434 5.0280 -2.0511
H 0.4195 5.9162 -0.9371
H -0.2617 5.2829 -2.4225
H 0.2015 3.9434 -3.9399
H -0.0054 5.1767 -6.0346
H -1.5968 4.4145 -7.7750
H -2.9732 2.3972 -7.3557
H -2.7660 1.1778 -5.2578
C 2.9293 -0.2256 3.6475
C 1.7613 0.6883 3.7265
N 0.8180 0.8069 2.8101
C -0.0165 1.8062 3.2513
C 0.4115 2.2805 4.4569
N 1.5360 1.5499 4.7497
C -0.0559 3.3142 5.4151
O -1.1590 3.9825 5.0919
O 0.5578 3.4988 6.4388
C -1.0655 2.3105 2.3332
O -1.8656 3.2011 2.6284
O -0.9887 1.7277 1.1792
H 3.0524 -0.5262 2.6084
H 2.7911 -1.1121 4.2676
H 3.8383 0.2771 3.9750
H 2.0945 1.7132 5.5738
H -1.5425 3.6798 4.2128
C 5.7410 3.0878 2.3308
N 5.5419 2.2245 1.1993
C 6.6334 1.4202 0.6750
C 5.9458 0.5458 -0.3922
N 4.5431 0.8773 -0.2131
C 4.3471 1.7991 0.7460
S 2.8375 2.3234 1.2500
H 6.4284 3.8965 2.0794
H 6.1559 2.5232 3.1707
H 4.7816 3.5112 2.6191
H 7.0875 0.8315 1.4788
H 7.4079 2.0567 0.2439
H 6.1235 -0.5192 -0.2418
H 6.2761 0.8103 -1.3983
H 3.7725 0.2459 -0.4267
O -1.5758 -1.1755 1.6875
S -1.5434 -1.5040 3.1564
C -0.3164 -2.8369 3.2771
C -0.6148 -3.9865 2.3658
C -1.0310 -5.2060 2.8956
C -1.3608 -6.2633 2.0629
C -1.2814 -6.1070 0.6861
C -0.8626 -4.8974 0.1525
C -0.5271 -3.8421 0.9869
C -3.0502 -2.4617 3.5116
C -4.1879 -1.9983 2.6555
C -4.4302 -2.6278 1.4409
C -5.4644 -2.1981 0.6263
C -6.2580 -1.1289 1.0149
C -6.0104 -0.4875 2.2194
C -4.9761 -0.9195 3.0339
H -0.2694 -3.1465 4.3222
H 0.6011 -2.3149 3.0103
H -1.0947 -5.3284 3.9704
H -1.6828 -7.2039 2.4876
H -1.5384 -6.9287 0.0322
H -0.7899 -4.7683 -0.9182
H -0.1986 -2.9002 0.5698
H -3.2478 -2.2852 4.5700
H -2.8418 -3.5156 3.3406
H -3.8038 -3.4569 1.1362
H -5.6469 -2.6956 -0.3156
H -7.0614 -0.7906 0.3769
H -6.6172 0.3538 2.5217
H -4.7816 -0.4149 3.9715
S 1.8584 -0.8469 -0.1726
C 2.1713 -2.4298 -0.9162
C 2.4366 -3.5416 -0.1252
C 2.7423 -4.7626 -0.7073
C 2.8101 -4.8835 -2.0869
C 2.5773 -3.7692 -2.8820
C 2.2614 -2.5516 -2.3022
H 2.4013 -3.4473 0.9516
H 2.9233 -5.6219 -0.0769
H 3.0435 -5.8370 -2.5394
H 2.6357 -3.8480 -3.9593
H 2.0701 -1.6851 -2.9231
*
```

- expectation value of S² = 3.7739
- HOMO (spin up / spin down) (eV) = -7.9 / -7.6
- LUMO (spin up / spin down) (eV) = 0.18 / -1.17
- HOMO-LUMO gap (spin up / spin down) (hartree) = 0.299 / 0.237

---

Entry 2:
DFT (wB97M-V/def2-TZVPD) results for a molecular structure, C46H58O4SeTi in a non-equilibrium geometry.

Structure (ORCA input):
```
! RIJCOSX wB97M-V def2-TZVPD def2/J DEFGRID3
* xyz -1 2
Ti -1.8214 1.7940 0.0354
C -0.4890 4.5582 0.7446
O -0.5245 3.1906 1.1357
C 0.6428 2.4910 1.4538
C 0.5302 1.6640 2.5774
C -0.7144 1.6161 3.4348
C -1.6466 0.4268 3.2650
C -2.4135 0.0091 4.3457
C -3.4440 -0.9140 4.2108
C -3.7213 -1.3780 2.9256
C -2.9840 -0.9917 1.8184
C -3.5092 -1.3446 0.4335
C -2.5319 -1.4780 -0.7122
C -1.7990 -2.6433 -0.8551
C -0.8542 -2.8141 -1.8651
C -0.6733 -1.7723 -2.7635
C -1.3849 -0.5795 -2.6676
C -1.0743 0.5304 -3.6544
C 0.2322 1.2713 -3.4222
C 1.1561 1.4144 -4.4401
C 2.3444 2.1295 -4.2745
C 2.5785 2.6867 -3.0234
C 1.6812 2.5720 -1.9636
C 2.0369 3.2337 -0.6379
C 1.7847 2.4575 0.6458
C 2.8212 1.6199 1.0473
C 2.7573 0.7958 2.1630
C 1.5973 0.8459 2.9202
C 3.9221 -0.1383 2.4821
C 5.2088 0.6764 2.6762
C 4.1086 -1.1171 1.3136
C 3.6779 -0.9520 3.7537
C 0.4769 1.8855 -2.1744
O -0.4496 1.8297 -1.2601
C 3.3188 2.2600 -5.4441
C 3.7692 0.8662 -5.9039
C 4.5677 3.0612 -5.0730
C 2.6255 2.9756 -6.6130
C -2.3344 -0.4658 -1.6578
O -2.9768 0.7613 -1.4636
C -4.2150 1.0172 -2.1249
C -0.0399 -4.1049 -1.9185
C -0.9814 -5.3083 -2.0684
C 0.9451 -4.1213 -3.0882
C 0.7602 -4.2430 -0.6148
C -1.8875 -0.1263 1.9966
O -1.1249 0.2090 0.9662
C -4.3037 -1.3814 5.3851
C -5.7638 -0.9663 5.1525
C -4.2274 -2.9102 5.5087
C -3.8468 -0.7779 6.7145
H 0.3108 5.0748 1.2796
H -1.4664 4.9567 1.0108
H -0.3528 4.6550 -0.3333
H -1.3114 2.5174 3.2713
H -0.3910 1.6324 4.4802
H -2.2043 0.4522 5.3126
H -4.5651 -2.0445 2.7690
H -4.2647 -0.5932 0.1844
H -4.0367 -2.2994 0.5203
H -1.9495 -3.4247 -0.1175
H 0.0664 -1.8489 -3.5509
H -1.9025 1.2411 -3.7044
H -0.9991 0.0657 -4.6419
H 0.9387 0.9481 -5.3968
H 3.4972 3.2318 -2.8402
H 1.6284 4.2432 -0.5913
H 3.1205 3.3723 -0.6726
H 3.7064 1.5962 0.4198
H 1.4760 0.2142 3.7912
H 5.4560 1.2506 1.7826
H 6.0493 0.0125 2.8953
H 5.0970 1.3769 3.5063
H 4.3499 -0.5908 0.3893
H 3.1913 -1.6843 1.1450
H 4.9190 -1.8194 1.5279
H 3.5490 -0.3038 4.6228
H 4.5349 -1.6023 3.9425
H 2.7921 -1.5824 3.6593
H 4.2684 0.3387 -5.0889
H 4.4652 0.9464 -6.7437
H 2.9212 0.2598 -6.2244
H 5.1214 2.5840 -4.2622
H 4.3133 4.0773 -4.7655
H 5.2305 3.1284 -5.9387
H 1.7517 2.4194 -6.9549
H 3.3102 3.0854 -7.4588
H 2.2911 3.9687 -6.3073
H -4.4234 0.2054 -2.8233
H -4.1317 1.9653 -2.6542
H -4.9987 1.1141 -1.3743
H -1.5578 -5.2321 -2.9927
H -1.6849 -5.3691 -1.2375
H -0.4074 -6.2382 -2.0951
H 0.4279 -4.0439 -4.0467
H 1.5034 -5.0601 -3.0822
H 1.6639 -3.3032 -3.0159
H 0.1019 -4.3006 0.2523
H 1.4153 -3.3807 -0.4780
H 1.3740 -5.1477 -0.6382
H -6.1684 -1.4307 4.2525
H -5.8353 0.1152 5.0279
H -6.3876 -1.2656 6.0002
H -4.5773 -3.3984 4.5983
H -4.8457 -3.2582 6.3416
H -3.1976 -3.2280 5.6845
H -3.9338 0.3100 6.7079
H -2.8102 -1.0401 6.9355
H -4.4731 -1.1606 7.5240
Se -3.7724 2.9716 0.7748
*
```

- expectation value of S² = 0.7560
- HOMO (spin up / spin down) (eV) = -3.5 / -3.6
- LUMO (spin up / spin down) (eV) = 2.27 / 2.27
- HOMO-LUMO gap (spin up / spin down) (hartree) = 0.211 / 0.215

---

Short version: energy above the lowest of the compared OMol25 structures with the same formula, charge and spin = 72.2, 0.0 kJ/mol, in the order given.